Computed, not measured: the molecule C2HN3O2 at a distorted geometry, with ωB97M-V with the def2-TZVPD basis set.

XYZ file:
```
8
Properties=species:S:1:pos:R:3:forces:R:3:lowdin_charge:R:1
C -0.219924 0.027802 0.278925 1.4127 1.7236 -1.8483 -0.0601
C -0.786141 1.360179 0.145825 0.4385 -0.6639 -0.6013 -0.4539
N -0.819065 -0.753378 1.083758 -1.4402 -1.9062 1.8438 -0.1078
N -1.444674 -1.315792 1.825562 0.5924 -0.2707 -0.2958 0.2815
N -1.967647 1.290596 0.976731 -2.1594 1.3229 1.0497 0.0087
O -3.062961 1.547542 0.547979 1.2600 -0.0349 -0.2792 0.0836
O -0.334741 2.317816 -0.414724 -0.2646 0.0574 0.0507 0.1209
H 0.602976 -0.303964 -0.323685 0.1607 -0.2283 0.0804 0.1272
```
Forces are in eV/Å.

Output
* HOMO (spin up / spin down): -0.3469 / -0.3468 Ha
* HOMO-LUMO gap (spin up / spin down): 8.286 / 8.286 eV
* total energy: -10650.5391 eV
* spin multiplicity: 1
* ΔE to the lowest compared entry with this formula, charge and spin: 5.461 eV

***

Computed, not measured: the molecule C5H10O at a distorted geometry, with ωB97M-V with the def2-TZVPD basis set.

XYZ file:
```
16
Properties=species:S:1:pos:R:3:forces:R:3:lowdin_charge:R:1
C -0.829741 1.875205 -0.379623 -0.2083 0.2618 -0.0028 -0.0989
O -0.015747 1.283375 0.630439 0.1035 0.2231 0.3222 -0.1550
C 0.920243 0.482023 -0.024599 -0.1445 -0.2406 -0.0393 -0.3286
C 1.529013 -0.784221 0.488386 0.1647 -0.1157 0.2490 -0.0720
C 0.312741 -0.871751 -0.385655 0.0125 -0.0758 -0.2015 -0.2721
C -0.941614 -1.346727 0.363187 0.0187 0.0632 -0.0941 -0.0646
H -1.881724 1.805079 -0.088457 0.1381 0.1004 0.0988 0.0876
H -0.720691 1.379981 -1.358499 0.0236 0.0251 0.4101 0.0942
H -0.546065 2.924848 -0.506605 -0.1055 -0.0202 0.0240 0.0855
H 1.655918 1.109507 -0.548515 -0.6389 -0.5727 -0.7528 0.1525
H 1.476286 -1.061604 1.532433 -0.1513 -0.1705 -0.0298 0.1093
H 2.455316 -1.045671 -0.018469 0.0693 0.2724 0.3579 0.1064
H 0.371002 -1.230308 -1.408318 0.3252 -0.1838 0.1407 0.1252
H -1.894968 -0.961536 -0.017397 0.2537 0.0745 -0.1029 0.0707
H -0.904924 -1.115429 1.434931 0.1058 0.1176 -0.3262 0.0816
H -0.985044 -2.442771 0.286761 0.0334 0.2413 -0.0533 0.0783
```
Forces are in eV/Å.

Output
* HOMO: -0.3399 Ha
* SMILES: CO[C@H]1C[C@H]1C
* HOMO-LUMO gap: 10.423 eV
* total energy: -7392.5968 eV
* spin multiplicity: 1
* ΔE to the lowest compared entry with this formula, charge and spin: 2.168 eV

***

Computed, not measured: the molecule C11H10N2S at a distorted geometry, with ωB97M-V with the def2-TZVPD basis set.

XYZ file:
```
24
Properties=species:S:1:pos:R:3:forces:R:3:lowdin_charge:R:1
C -1.793198 0.034059 3.082136 0.7493 0.0700 -0.8547 -0.0836
C -2.923248 0.299825 2.318935 -0.0018 0.2652 -1.1966 -0.0966
C 2.374491 -0.947311 -2.932941 -2.9958 1.8411 0.9830 -0.0869
C 1.117628 -1.562851 -2.629113 -0.2688 0.0045 0.9725 -0.0812
C -0.484997 0.283992 2.541525 -3.2931 -0.6742 1.7209 -0.0186
C -2.839066 0.874254 1.014085 4.3218 -1.0520 2.0530 -0.0552
C 2.322676 0.316703 -2.358584 1.9272 -1.1325 0.2248 -0.1013
C 0.434730 -0.723584 -1.760832 1.9077 -1.1261 -0.3803 -0.1234
C -0.411006 0.757695 1.264210 0.6491 0.8482 1.1209 -0.3374
C -1.537658 1.107124 0.509798 -1.1507 -1.0951 1.3467 -0.5099
C 0.744712 1.413354 -0.672294 0.7427 2.5913 0.6355 -0.4562
N 1.238792 0.397595 -1.536875 -1.3045 -1.0211 -0.6022 -0.1324
N 0.814698 1.123464 0.751372 -1.3794 -0.7623 -1.9954 0.0503
S -1.088274 1.650498 -1.051874 0.8022 0.8738 -0.4758 1.0253
H -1.889950 -0.468114 4.051870 0.0313 0.4143 -0.3635 0.1010
H -3.894234 -0.025994 2.644639 -0.2426 0.0752 0.3104 0.0900
H 2.992533 -1.126311 -3.729560 1.6786 -0.9168 -1.4817 0.0595
H 0.760646 -2.564396 -2.871887 0.2274 0.4257 -0.1445 0.0948
H 0.293532 0.106223 3.254320 0.8988 -0.0618 -0.3862 0.1031
H -3.573122 0.910262 0.316254 -2.7055 0.4056 -1.3956 0.0645
H 3.217146 0.946682 -2.391145 -0.9539 0.4764 0.3108 0.1196
H -0.396675 -0.983432 -1.130012 -0.1982 0.3415 -0.1228 0.1047
H 1.268770 2.404073 -0.853486 -0.4451 -1.3217 -0.1771 0.1403
H 1.491748 1.389327 1.418294 1.0033 0.5309 -0.1021 0.1297
```
Forces are in eV/Å.

Output
* HOMO: -0.2854 Ha
* SMILES: c1ccc2c(c1)N[C@@H](n1cccc1)S2
* HOMO-LUMO gap: 8.484 eV
* total energy: -25383.1427 eV
* spin multiplicity: 1
* ΔE to the lowest compared entry with this formula, charge and spin: 1.271 eV

***

Computed, not measured: the molecule C4H2F2 at a distorted geometry, with ωB97M-V with the def2-TZVPD basis set.

XYZ file:
```
8
Properties=species:S:1:pos:R:3:forces:R:3:lowdin_charge:R:1
C -1.545768 2.072970 1.268276 -1.7529 3.0801 0.8909 0.0362
C -0.992005 1.037982 1.029005 2.7062 -4.6778 -1.1349 -0.2087
C -0.164466 -0.081565 0.392733 -0.2027 1.0859 -0.2489 -0.1535
C -0.076228 -1.353332 1.047356 0.2465 -0.1410 0.9714 -0.3089
F 0.818440 -1.623622 1.943310 0.2027 0.0677 0.3796 0.1971
F -0.897398 -2.345246 0.912273 -0.4172 0.1697 -0.1375 0.2020
H -0.523668 -0.336279 -0.556245 -1.5769 -0.1888 -1.5681 0.1063
H 0.810554 0.207794 0.034158 0.7944 0.6041 0.8475 0.1296
```
Forces are in eV/Å.

Output
* HOMO (spin up / spin down): -0.3736 / -0.2981 Ha
* HOMO-LUMO gap (spin up / spin down): 9.638 / 5.043 eV
* total energy: -9607.7045 eV
* spin multiplicity: 1
* ΔE to the lowest compared entry with this formula, charge and spin: 5.009 eV

***

Computed, not measured: a structure of composition C7H16Cl2N2O3PW at a distorted geometry, with ωB97M-V with the def2-TZVPD basis set.

XYZ file:
```
32
Properties=species:S:1:pos:R:3:forces:R:3:lowdin_spin:R:1
C -0.064121 -4.343710 -4.582428 0.5723 -0.0738 -0.2212 0.0005
C -0.262057 -3.376970 -3.412401 -3.0358 -2.1773 -1.5780 0.0039
H -1.063548 -4.705154 -4.894731 0.3524 0.4813 0.4729 0.0002
H 0.521747 -5.246217 -4.324075 -0.0137 0.6021 0.2118 0.0001
H 0.413419 -3.870019 -5.455991 0.0034 0.0117 0.4742 0.0000
O -1.288901 -3.160584 -2.892003 0.6843 0.6681 0.4433 0.0044
Cl 1.174170 -2.400538 -2.735519 1.5374 -0.0118 0.4939 0.0378
W 0.384318 -0.521823 -1.134423 3.7850 -2.0774 0.7211 1.4144
P 0.109247 1.761052 -1.360568 0.0487 4.0633 -1.6550 0.0376
C -1.255632 2.950427 -1.736168 -1.3027 -0.7225 0.5396 0.0122
C 1.481191 2.966042 -1.618604 0.8161 -0.9164 0.4656 0.0206
H 0.159764 -0.561386 -2.959641 -0.0381 2.1020 -1.4893 0.0064
H 0.883690 1.076664 -3.588189 -0.2383 -0.8345 0.1324 0.0023
H -0.910513 0.873457 -3.304141 0.3923 -0.1892 -0.0378 0.0074
C 0.105518 0.665209 -2.912608 -0.7405 0.0939 -1.5633 0.0725
H 2.401966 2.390417 -1.688415 0.2773 0.2554 0.0086 0.0009
H 1.361424 3.606361 -2.506043 -0.4154 -0.5055 0.1287 -0.0001
H -1.106013 3.717221 -2.528122 0.7172 -0.8629 0.2816 -0.0013
H -1.477476 3.511164 -0.823653 0.0014 -0.1375 0.1324 0.0018
H 1.552916 3.629589 -0.754087 -0.0988 -0.1096 0.1759 0.0012
H -2.139889 2.359932 -1.993483 -0.1769 0.2583 0.1399 0.0001
C -1.168378 -0.602602 0.100118 -8.1855 -0.6966 6.3776 0.0633
O -2.159146 -0.703687 0.747297 5.5063 0.4839 -4.6745 0.1352
Cl 2.557772 -0.386090 -0.631707 -1.1078 0.2176 0.2555 0.1425
N 0.096427 -1.088282 4.037315 -0.3434 0.3273 -2.6569 0.0057
C -0.003178 0.043058 3.252085 0.8797 0.0390 5.3765 0.0016
N 0.203687 1.196347 4.016134 -0.6367 -1.1055 -1.5580 0.0039
O -0.222632 0.049138 2.055019 0.3791 0.2035 -2.5741 0.0245
H -0.051946 -1.031505 5.019918 0.1015 -0.1067 0.5495 0.0002
H -0.094710 -1.968435 3.563684 0.0595 0.2875 0.5480 0.0001
H -0.106715 2.042300 3.574850 0.0143 0.3115 0.0135 0.0001
H -0.034201 1.129626 4.994581 0.2054 0.1209 0.0657 0.0001
```
Forces are in eV/Å.

Output
* HOMO (spin up / spin down): -0.6800 / -0.6787 Ha
* HOMO-LUMO gap (spin up / spin down): 4.070 / 3.907 eV
* total energy: -52766.8561 eV
* <S²>: 2.019
* spin multiplicity: 3
* total charge: +3
* ΔE to the lowest compared entry with this formula, charge and spin: 0.000 eV

***

Computed, not measured: a cluster of 2 separate species, C10H13O2 in total at a distorted geometry, with ωB97M-V with the def2-TZVPD basis set.

XYZ file:
```
25
Properties=species:S:1:pos:R:3:forces:R:3:lowdin_charge:R:1
C 0.523097 -2.923064 0.827121 0.9894 -0.6434 -0.8406 -0.2039
C -0.851796 -2.429266 1.370695 1.8855 3.7215 0.1579 -0.1587
C 0.605654 -2.947156 -0.781690 -0.8016 -0.0532 -1.3165 -0.7118
O -0.372435 -2.295072 -1.246377 0.6234 -0.3272 -0.0550 -0.1276
O 1.521828 -3.498684 -1.491263 -0.9968 0.6455 2.3070 -0.1476
H 1.381282 -2.246568 1.042364 -0.6799 -0.1035 0.4120 0.0774
H 0.813220 -3.908866 1.316464 -0.3955 0.9575 -0.7049 0.0950
H -1.190875 -1.320202 0.884951 1.0829 -3.2221 1.3699 0.1215
H -0.698656 -2.329015 2.487295 -0.5220 0.0988 -0.9321 0.0504
H -1.614479 -3.121353 1.186251 -1.1488 -0.9704 -0.4169 0.0184
C -1.577113 2.564390 0.943979 -3.1576 1.7255 -0.4279 -0.1068
C 1.626593 0.920684 -0.203514 -0.3056 0.6431 0.4801 -0.0973
C 0.629906 1.465598 0.633423 0.1085 0.1794 -0.3875 -0.0613
C 1.489961 1.035749 -1.590699 0.3517 -0.9078 -0.0714 -0.0920
C -0.477922 2.154211 0.060876 2.2406 -1.5108 -0.3748 -0.3057
C 0.401784 1.706733 -2.188802 -0.4281 -0.5489 -0.7034 -0.1003
C -0.549859 2.275340 -1.378481 -0.1255 0.5918 2.5315 -0.0753
H 2.513605 0.425307 0.275858 -1.0523 0.3634 -0.8156 0.1145
H 0.761864 1.329868 1.743472 -0.5103 0.2786 -1.2496 0.1172
H 2.227750 0.432374 -2.129108 -0.4075 0.5415 -0.3930 0.1037
H 0.064999 1.723577 -3.275325 1.4557 -0.2120 1.2718 0.1212
H -2.084051 3.402714 0.306746 0.4005 -1.0352 1.6380 0.0909
H -1.423186 2.924648 2.015984 0.3915 -0.4542 -1.6255 0.0895
H -1.341682 2.894732 -1.812891 0.0299 -0.4638 0.1734 0.0980
H -2.379500 1.763331 1.002668 0.9720 0.7059 -0.0271 0.0908
```
Forces are in eV/Å.

Output
* HOMO: -0.1373 Ha
* HOMO-LUMO gap: 7.023 eV
* total energy: -14675.8272 eV
* spin multiplicity: 1
* total charge: -1
* ΔE to the lowest compared entry with this formula, charge and spin: 1.779 eV